Entry 1:
A molecular structure, C5H6O2. Source: the OMol25 dataset; level of theory: wB97M-V/def2-TZVPD.

For the total energy, the calculation gives -344.4449 Ha. The calculation puts the HOMO energy at -9.1 eV. For the frontier orbital gap, the calculation gives 10.0 eV.

Geometry (Å):
C1 0.65552 0.78330 1.23033
O1 0.48056 -0.99546 1.23343
C2 0.16871 -1.32482 -0.10567
C3 -1.09552 -0.72597 -0.66861
O2 -1.46837 0.31884 0.22194
C4 -0.17666 0.92973 0.01891
C5 0.23155 -0.11105 -0.99836
H1 1.69561 1.14766 1.07546
H2 0.24816 1.38130 2.08494
H3 0.53326 -2.25453 -0.57620
H4 -1.85868 -1.14522 -1.31846
H5 -0.26078 1.95952 -0.32261
H6 0.84664 0.03669 -1.87511

Atomic forces in eV per Å
-0.27 -1.72 -0.24
0.78 2.59 0.30
0.43 0.82 -0.11
-0.35 -0.13 -0.07
-0.36 0.38 -0.34
0.11 0.53 -0.18
0.21 -0.01 -0.27
-0.41 -1.04 0.04
0.02 -1.66 -0.12
-0.01 0.43 0.87
0.13 -0.17 0.30
-0.05 0.12 -0.12
-0.24 -0.13 -0.06

Entry 2:
2 unconnected molecules or ions with the total composition C5H6O2. Source: the OMol25 dataset; level of theory: wB97M-V/def2-TZVPD.

For the total energy, the calculation gives -344.3997 Ha. The calculation puts the HOMO energy (spin up / spin down) at -8.3 / -8.8 eV. For the frontier orbital gap (spin up / spin down), the calculation gives 7.1 / 8.0 eV.

Geometry (Å):
O1 -2.47528 -0.36376 -0.72770
C1 -1.28328 -0.24519 -0.45959
C2 -0.24633 -0.00729 -1.48912
O2 0.87280 0.45544 -1.01990
C3 0.80627 0.36405 0.40338
C4 -0.13926 1.24758 1.23963
C5 -0.52691 -0.08594 0.75457
H1 -0.38086 0.06802 -2.56779
H2 1.27933 -2.60901 -0.21039
H3 1.77242 0.06418 0.79328
H4 -0.63373 2.12677 0.82710
H5 0.25101 1.38758 2.24869
H6 0.70382 -2.40244 0.20784

Atomic forces in eV per Å
0.22 -0.19 0.36
0.10 0.20 -1.42
-1.08 -0.11 -0.22
0.61 0.16 0.32
0.25 -0.16 -0.08
0.03 0.28 0.02
0.09 0.10 0.82
-0.04 0.00 0.27
0.08 -0.07 -0.04
-0.23 0.03 0.13
0.07 -0.15 0.02
-0.08 -0.07 -0.20
-0.02 -0.03 0.02

no.,strongest force on any atom (eV/A)
1,2.72
2,1.43